{"formula": "C36H100N4O12", "method": "ωB97M-V/def2-TZVPD", "lumo_energy_ev": 0.5, "charge": 0, "gap_ev": 9.439, "smiles": "COC[C@H](C)N.COC[C@H](C)N.COC[C@H](C)N.COC[C@H](C)N.CC(C)O.CC(C)O.CC(C)O.CC(C)O.CCO.CCO.CCO.CCO", "symbols": ["C", "C", "O", "H", "H", "H", "H", "H", "H", "C", "C", "O", "H", "H", "H", "H", "H", "H", "C", "C", "O", "H", "H", "H", "H", "H", "H", "C", "C", "O", "H", "H", "H", "H", "H", "H", "C", "C", "C", "O", "C", "N", "H", "H", "H", "H", "H", "H", "H", "H", "H", "H", "H", "C", "C", "C", "O", "C", "N", "H", "H", "H", "H", "H", "H", "H", "H", "H", "H", "H", "C", "C", "C", "O", "C", "N", "H", "H", "H", "H", "H", "H", "H", "H", "H", "H", "H", "C", "C", "C", "O", "C", "N", "H", "H", "H", "H", "H", "H", "H", "H", "H", "H", "H", "C", "C", "C", "O", "H", "H", "H", "H", "H", "H", "H", "H", "C", "C", "C", "O", "H", "H", "H", "H", "H", "H", "H", "H", "C", "C", "C", "O", "H", "H", "H", "H", "H", "H", "H", "H", "C", "C", "C", "O", "H", "H", "H", "H", "H", "H", "H", "H"], "coordinates": [[-1.314095, -3.855065, -2.956803], [-2.231531, -3.959106, -1.724573], [-3.572749, -4.226669, -2.122296], [-1.316420, -4.700915, -3.642211], [-0.317570, -3.632502, -2.578801], [-1.542555, -2.994289, -3.591227], [-2.172490, -3.033262, -1.166813], [-1.788801, -4.748694, -1.116949], [-4.140796, -4.234496, -1.365081], [-1.092506, -0.326743, -0.267972], [0.011147, 0.181995, 0.578955], [1.229931, -0.048920, -0.071358], [-0.788644, -1.264124, -0.765146], [-1.316707, 0.331667, -1.074666], [-2.005253, -0.478457, 0.338007], [-0.005994, -0.149250, 1.635939], [-0.114074, 1.273139, 0.680393], [1.923085, 0.523067, 0.313417], [-1.746151, 3.122837, -0.349851], [-2.910960, 4.066687, -0.466942], [-3.118826, 4.354723, -1.826175], [-0.814315, 3.504228, -0.850123], [-2.009461, 2.249784, -0.905215], [-1.517447, 2.846007, 0.692567], [-2.749201, 4.929414, 0.151973], [-3.738797, 3.530176, -0.026574], [-3.849454, 4.957788, -1.909606], [-1.956501, 2.447390, 5.415118], [-1.918661, 3.222357, 4.107421], [-1.050591, 2.589068, 3.188525], [-2.562806, 1.534695, 5.338945], [-2.478159, 3.051294, 6.132001], [-0.979857, 2.119391, 5.689751], [-1.449678, 4.217644, 4.318782], [-2.939472, 3.452466, 3.721086], [-0.392235, 3.224897, 2.831065], [2.024650, -0.785389, 4.513106], [3.573554, -0.976054, 4.285254], [4.111144, -2.280969, 4.851124], [3.947753, -2.371442, 6.283586], [4.196536, -3.563838, 6.867282], [3.920094, -0.871309, 2.894058], [1.551664, -1.785397, 4.414540], [1.607626, -0.104412, 3.731262], [1.862483, -0.353776, 5.506613], [4.209883, -0.225483, 4.756349], [5.145858, -2.452583, 4.617355], [3.582538, -3.150394, 4.405408], [4.100851, -3.514644, 7.953281], [5.254025, -3.963102, 6.691053], [3.545797, -4.360262, 6.476182], [3.620094, -1.713152, 2.424691], [4.904901, -0.849115, 2.664504], [2.877389, 2.705989, 3.607762], [2.411016, 2.332043, 2.192951], [2.121827, 3.590871, 1.368036], [1.145236, 4.395506, 2.113603], [0.652766, 5.505159, 1.382417], [3.310913, 1.507344, 1.340566], [2.817074, 1.883384, 4.318144], [2.214486, 3.500054, 3.975667], [3.878082, 3.097697, 3.562748], [1.552723, 1.648082, 2.311260], [1.681523, 3.262145, 0.422064], [3.026997, 4.143992, 1.124706], [1.445251, 6.291544, 1.346659], [-0.125375, 5.925537, 2.006651], [0.356655, 5.205445, 0.351233], [4.132850, 2.059712, 1.114956], [3.618281, 0.653862, 1.783497], [-4.480009, -3.753671, 2.146620], [-2.968215, -3.683497, 2.036311], [-2.443224, -2.532812, 2.887738], [-2.909957, -1.369392, 2.249441], [-2.888351, -0.257109, 3.130062], [-2.500986, -5.069441, 2.277475], [-4.658408, -4.048134, 3.184590], [-4.945538, -4.501021, 1.474117], [-4.939433, -2.735480, 2.066512], [-2.674756, -3.396789, 1.030862], [-1.365661, -2.535756, 2.978871], [-2.857103, -2.533552, 3.898009], [-3.310329, 0.628999, 2.649447], [-1.864186, 0.034969, 3.409763], [-3.458616, -0.403766, 4.047569], [-1.528423, -5.295914, 2.028151], [-2.654724, -5.304789, 3.236988], [3.317214, 3.782158, -6.897381], [2.908825, 2.647503, -6.026502], [2.745728, 3.020114, -4.526597], [2.424187, 1.741175, -3.799577], [2.235170, 1.868923, -2.427235], [1.762031, 1.994987, -6.644129], [2.615148, 4.572349, -6.930992], [3.515239, 3.478728, -7.938432], [4.247259, 4.224233, -6.552682], [3.656850, 1.860823, -5.972130], [1.946318, 3.746427, -4.324172], [3.675943, 3.391802, -4.092195], [3.180327, 2.107921, -1.869309], [2.015818, 0.855199, -2.138258], [1.393715, 2.542197, -2.083035], [1.335139, 1.351278, -5.978064], [1.095282, 2.692017, -6.902638], [-3.157949, 2.023828, -4.385802], [-1.768942, 1.869706, -3.861659], [-1.008223, 0.802492, -4.537465], [-1.036875, 3.089801, -4.047428], [-3.061699, 2.460887, -5.374447], [-3.678741, 2.799221, -3.757841], [-3.764682, 1.081721, -4.459146], [-1.844461, 1.646883, -2.793647], [-1.368151, -0.172224, -4.229306], [0.074311, 0.856794, -4.373989], [-1.140147, 0.837289, -5.659179], [-1.484026, 3.752456, -3.511231], [-4.816327, 1.416761, -0.705264], [-5.580057, 0.106915, -0.968486], [-4.698314, -1.158806, -1.059643], [-6.619350, -0.077122, -0.037492], [-4.227322, 1.487177, -1.587984], [-4.164284, 1.357648, 0.183170], [-5.487017, 2.305797, -0.597821], [-5.995000, 0.269583, -1.963962], [-4.067930, -1.113275, -1.939600], [-5.376485, -1.997927, -1.189120], [-4.195964, -1.255374, -0.143961], [-6.499322, -0.882989, 0.476138], [1.767648, -1.678459, -4.141367], [3.050877, -2.157502, -3.499064], [3.703690, -1.191154, -2.556722], [2.729470, -3.290232, -2.619191], [1.061262, -1.311900, -3.392105], [1.254809, -2.505111, -4.659543], [2.028467, -1.002568, -4.952823], [3.762298, -2.409777, -4.315632], [4.115008, -0.357911, -3.110549], [4.519221, -1.688286, -2.068032], [3.037008, -0.916115, -1.740176], [1.965369, -3.713969, -3.021437], [2.817202, -4.678889, 0.631398], [1.853121, -3.545803, 0.407310], [0.444219, -3.997115, 0.537088], [2.102276, -2.571821, 1.402828], [2.749627, -5.418753, -0.161716], [2.733324, -5.166888, 1.633269], [3.839067, -4.318235, 0.610811], [2.056563, -3.200060, -0.624003], [0.283373, -4.439639, 1.527098], [0.241146, -4.692028, -0.272201], [-0.169853, -3.090390, 0.314279], [1.860942, -1.750577, 0.952313]], "forces_ev_per_a": [[-0.424, 0.918, 0.065], [0.413, -0.392, -1.128], [0.787, -0.054, -0.762], [0.002, -0.344, 0.435], [0.277, -0.319, -0.016], [-0.327, 0.099, 0.152], [-0.012, 0.344, 0.189], [-0.449, -0.222, 0.303], [-0.356, -0.013, 0.744], [-0.822, -1.395, 0.247], [-0.012, 1.727, 0.826], [0.893, -0.659, 0.069], [-0.198, 0.059, 0.423], [-0.093, 0.676, -0.599], [0.435, -0.080, -0.442], [0.031, -0.547, -0.428], [-0.053, -0.132, 0.030], [0.161, 0.065, -0.078], [1.240, 0.540, -0.280], [0.519, -0.752, 0.784], [0.375, -0.048, -0.387], [-0.739, -0.065, 0.534], [-0.100, -0.765, -0.112], [-0.222, 0.201, -0.373], [0.121, 0.898, 0.066], [-0.608, 0.062, -0.023], [-0.444, 0.345, -0.109], [-1.366, -0.540, -1.082], [0.882, 1.448, 0.513], [0.169, -0.136, -0.852], [0.086, 0.100, -0.239], [0.140, 0.345, 0.771], [0.763, 0.193, 0.486], [-0.569, -0.481, 0.063], [0.591, -0.507, -0.064], [-0.470, -0.346, 0.327], [1.118, -0.150, -0.579], [0.390, 0.245, 0.889], [-1.172, -1.659, 1.096], [-0.432, 2.524, -1.089], [1.636, -2.550, 0.004], [-0.179, -0.617, -1.309], [0.069, 0.681, 0.144], [0.331, -0.539, 0.643], [-0.181, -0.273, -0.200], [-0.623, 0.495, 0.483], [0.822, 0.305, -0.210], [-0.082, 0.327, -0.030], [-0.266, 0.286, -0.130], [-0.893, 0.608, 0.029], [-0.159, 0.018, 0.140], [-0.592, -0.199, -0.444], [0.370, 0.199, 0.725], [-0.603, 0.140, -0.330], [0.469, -0.916, -0.009], [-1.812, -0.456, 0.797], [0.760, -0.879, -0.838], [1.206, 0.266, -0.043], [-0.115, 1.364, -0.255], [0.169, -0.125, -0.163], [0.202, -0.170, 0.010], [0.596, 0.175, 0.137], [-0.322, 0.889, -0.129], [-0.132, 0.170, -0.105], [0.193, 0.286, 0.308], [-0.406, -0.450, -0.339], [-0.550, -0.006, -0.326], [-0.127, 0.372, 0.708], [0.075, -0.139, -0.129], [-0.108, -0.281, 0.631], [-0.573, 0.788, 0.347], [0.147, -0.852, -0.510], [-0.468, -0.392, 0.138], [-0.163, 0.934, 0.389], [0.507, 0.687, -0.208], [0.639, 0.637, -0.468], [-0.361, -0.262, -0.014], [0.329, 0.558, 0.319], [0.293, -0.897, -0.281], [0.039, -0.170, -0.354], [0.573, -0.012, -0.121], [-0.077, -0.377, 0.280], [-0.051, -0.269, -0.328], [-0.081, -0.255, -0.042], [-0.140, -0.425, 0.087], [-0.712, 0.593, 0.215], [-0.010, -0.307, 0.559], [1.736, -0.055, -0.624], [-0.416, -0.971, 1.037], [-0.722, -1.495, 0.635], [0.319, 2.117, -1.888], [0.206, 0.027, 0.969], [0.162, -0.491, 0.560], [-1.070, 0.792, 0.084], [-0.246, -0.176, 0.418], [0.218, 0.118, 0.174], [0.573, 0.067, -0.271], [-0.032, -0.175, -0.151], [0.164, 0.100, -0.157], [-0.577, 0.268, -0.466], [-0.448, -0.124, 0.483], [0.752, -0.431, -0.639], [-0.007, 0.275, -0.253], [-0.717, 0.317, -0.052], [-1.426, 0.645, 0.113], [0.257, 0.425, 0.595], [0.712, -0.908, -1.906], [-0.153, -0.121, 0.218], [-0.178, -0.079, -0.371], [0.175, -0.911, -0.528], [0.625, 0.797, 0.268], [0.259, -0.011, 0.099], [-0.025, -0.292, 0.127], [-0.265, 0.064, 0.362], [-0.002, 0.122, 0.993], [-0.080, 0.224, 0.074], [-0.684, -0.629, 0.916], [0.563, 0.136, -0.199], [-1.603, 1.155, -0.896], [-0.581, 0.072, 0.387], [0.879, 0.734, -0.665], [-0.213, -0.059, -0.268], [0.388, -0.890, -0.224], [-0.579, -0.199, -0.058], [0.448, -0.056, 0.094], [-0.039, -0.220, -0.084], [1.204, -0.345, 1.187], [0.157, 0.083, -0.191], [-0.011, -0.551, -0.375], [-0.426, -0.745, 0.624], [0.119, 0.097, -0.068], [0.302, 0.265, -1.164], [0.175, 0.462, -0.195], [0.211, -0.066, 0.170], [-0.322, 0.622, 0.274], [-0.266, -0.394, 0.564], [-0.135, 0.519, 0.107], [0.645, -0.400, 0.134], [-0.209, 0.313, -0.275], [0.032, -0.270, 0.016], [0.692, -0.602, 0.770], [0.926, -1.022, -0.095], [-0.767, 0.798, -0.816], [0.154, 0.675, -0.360], [-0.181, -0.213, 0.031], [-0.379, 0.267, -0.689], [0.265, 0.268, -0.165], [-0.194, 0.369, 0.666], [-0.215, 0.229, -0.253], [-0.224, -0.436, 0.104], [-0.064, -0.790, 0.664], [-0.026, 0.556, 0.284]], "lowdin_charge": [-0.0651, -0.3153, -0.0612, 0.0808, 0.0445, 0.0673, 0.0713, 0.0935, 0.0554, -0.0556, -0.3199, -0.1032, 0.0721, 0.0415, 0.0709, 0.1131, 0.0880, 0.0431, -0.0817, -0.3172, -0.0533, 0.0891, 0.0211, 0.0724, 0.1059, 0.0759, 0.0904, -0.0771, -0.3188, -0.1180, 0.0595, 0.0680, 0.0683, 0.1181, 0.1167, 0.0573, -0.0222, -0.4097, -0.1812, -0.1837, -0.1788, 0.0269, 0.0828, 0.0605, 0.0755, 0.1349, 0.1153, 0.1304, 0.0863, 0.1034, 0.0855, 0.0526, 0.0963, -0.0296, -0.3994, -0.1473, -0.2411, -0.0959, 0.0400, 0.0571, 0.0780, 0.0750, 0.1068, 0.1061, 0.1306, 0.0974, 0.0842, 0.0880, 0.0820, 0.0212, -0.0651, -0.4267, -0.2019, -0.2249, -0.1034, 0.0542, 0.0761, 0.0855, 0.0813, 0.1062, 0.1189, 0.1220, 0.0874, 0.0797, 0.0848, 0.0546, 0.0588, -0.0765, -0.4518, -0.1114, -0.2356, -0.1564, 0.0573, 0.0648, 0.0909, 0.0769, 0.1316, 0.1211, 0.1167, 0.0977, 0.0363, 0.0957, 0.0396, 0.0633, -0.0623, -0.5280, -0.0591, -0.0452, 0.0803, 0.0777, 0.0999, 0.0974, 0.0733, 0.0523, 0.1096, 0.0626, -0.0481, -0.4739, -0.0342, -0.0370, 0.0501, 0.0777, 0.1012, 0.1282, 0.0844, 0.0827, 0.0409, 0.0788, -0.0564, -0.4389, -0.0539, -0.0834, 0.0808, 0.0844, 0.0804, 0.1432, 0.0828, 0.0772, 0.0663, 0.0608, -0.0553, -0.5153, -0.0530, -0.0674, 0.0802, 0.0934, 0.0743, 0.1202, 0.0820, 0.0771, 0.0809, 0.0573]}